No. 1
C25H33BBr2N4OReS6 as an isolated structure in a non-equilibrium geometry, computed with ωB97M-V/def2-TZVPD.

XYZ file:
```
73
Properties=species:S:1:pos:R:3:forces:R:3
Re -0.2107 -0.4789 1.3706 0.7 0.4 -0.9
Br -0.1616 -0.9005 3.9783 0.1 -0.1 0.6
C -2.1102 -0.9048 4.0812 -0.1 0.0 0.0
Br -2.8291 -0.7033 2.2916 -0.1 0.0 0.1
H -2.4288 -0.0621 4.6885 0.0 -0.1 -0.1
H -2.4377 -1.8567 4.4865 0.0 0.1 0.0
C 1.3570 3.0362 0.3168 0.2 -0.1 0.0
C -0.0813 3.2000 0.7925 -0.1 -0.1 0.0
S -0.7816 1.9598 1.9278 0.1 -0.4 0.1
C -0.4409 2.6409 3.5810 -0.1 0.1 -0.1
C 0.9734 3.0827 3.8915 0.1 0.1 -0.1
S 2.2001 1.7732 3.6397 -0.1 0.0 0.0
C 3.6514 2.7726 3.2343 0.0 0.0 0.1
C 3.8125 3.1159 1.7675 0.0 0.0 -0.1
S 2.5524 4.2038 1.0377 0.0 0.0 0.0
H 1.3610 3.2059 -0.7616 0.0 0.0 0.0
H 1.7189 2.0214 0.4983 -0.1 0.3 -0.1
H -0.7703 3.1685 -0.0516 0.0 0.0 0.0
H -0.2382 4.1511 1.3021 0.0 0.0 0.0
H -0.7997 1.8909 4.2799 0.0 -0.1 0.1
H -1.1106 3.4995 3.6684 0.0 0.0 0.0
H 0.9979 3.4181 4.9307 0.0 0.0 0.0
H 1.2454 3.9295 3.2535 0.0 -0.2 0.1
H 4.5051 2.1776 3.5582 0.1 0.0 0.0
H 3.6289 3.6691 3.8559 0.0 0.0 0.0
H 3.8808 2.2118 1.1610 0.0 0.0 0.0
H 4.7514 3.6570 1.6432 0.0 0.0 0.0
C -1.2387 -4.4944 3.5536 -0.3 0.0 0.1
N 0.1405 -4.3114 3.1618 0.3 0.1 -0.2
C 1.2077 -4.8693 3.8118 0.2 0.0 -0.1
C 2.3134 -4.5356 3.1037 -0.1 -0.2 0.2
N 1.9291 -3.7915 2.0198 -0.2 0.1 0.0
B 3.0566 -3.4987 0.9436 -0.1 0.1 0.0
N 2.5890 -2.6847 -0.3022 0.0 0.1 0.1
C 2.7330 -3.1304 -1.5855 0.0 0.0 -0.4
C 2.5659 -2.0754 -2.4245 0.0 -0.3 0.0
N 2.3150 -0.9810 -1.6394 0.0 -0.3 0.2
C 2.1985 0.3841 -2.0984 -0.1 0.3 0.0
C 2.3263 -1.3852 -0.3636 0.0 0.3 0.1
S 2.0776 -0.3889 1.0532 -1.0 -0.1 0.3
C 0.6081 -3.6424 2.0843 -0.1 0.0 -0.2
S -0.4114 -2.7972 0.9406 -0.1 0.4 0.0
H -1.4056 -4.0459 4.5353 0.0 0.0 -0.1
H -1.4618 -5.5601 3.6087 0.0 0.1 0.0
H -1.8841 -4.0344 2.8051 0.0 0.0 0.1
H 1.0889 -5.4559 4.6990 0.0 -0.1 0.2
H 3.3423 -4.7886 3.2611 0.2 -0.1 0.0
H 3.9155 -2.8882 1.5074 0.1 0.1 0.1
H 3.4109 -4.5592 0.5346 0.1 -0.2 0.0
H 2.9679 -4.1556 -1.7941 0.0 -0.1 0.0
H 2.6230 -2.0054 -3.4918 0.0 0.0 -0.2
H 2.0985 0.3711 -3.1806 0.0 0.0 0.0
H 3.0953 0.9437 -1.8329 0.0 0.0 0.0
H 1.3159 0.8469 -1.6505 0.2 0.0 -0.1
C -5.7266 2.8282 -6.7873 -0.1 0.1 0.0
C -5.5067 1.3760 -6.5546 0.3 0.1 -0.2
O -6.2933 0.5622 -6.2225 -0.3 -0.2 0.2
S -3.7300 0.8439 -6.9109 0.1 0.1 0.0
C -3.1084 0.6624 -5.3108 -0.1 -0.1 0.0
C -3.8845 0.6675 -4.1379 0.0 0.0 0.1
C -3.2925 0.4842 -2.9169 -0.2 0.0 -0.1
C -1.9025 0.2708 -2.8029 0.0 0.0 0.1
C -1.1320 0.2573 -3.9874 0.0 0.0 -0.2
C -1.7185 0.4516 -5.2066 0.2 0.0 0.1
C -1.3196 0.0592 -1.5597 -0.2 0.2 -0.7
C -0.7931 -0.1380 -0.4617 0.5 -0.4 0.9
H -6.7355 3.0970 -6.4855 0.0 0.0 0.0
H -5.5882 3.0318 -7.8502 0.0 0.0 0.0
H -4.9802 3.4112 -6.2471 0.0 0.0 0.0
H -4.9546 0.7830 -4.1962 -0.1 0.0 0.0
H -3.8942 0.4785 -2.0204 -0.1 0.0 0.0
H -0.0698 0.0854 -3.9174 0.1 0.0 0.0
H -1.1224 0.4421 -6.1072 0.1 0.0 0.0
```
Positions in Å, forces in eV/Å.

Calculated values
⟨S²⟩ ... 0.85
ΔE to the lowest compared entry with this formula, charge and spin ... 2.846 eV
E_tot ... -8906.45979 a.u.
Orbital gap (spin up / spin down) ... 5.49 / 5.09 eV
HOMO (spin up / spin down) ... -12.763 / -12.827 eV
2S+1 ... 2
LUMO level (spin up / spin down) ... -0.2673 / -0.2842 hartree
Total charge ... +2

---

No. 2
A 2-piece molecular cluster, C4H10O2 overall in a non-equilibrium geometry, computed with ωB97M-V/def2-TZVPD.

XYZ file:
```
16
Properties=species:S:1:pos:R:3:forces:R:3
C 0.5306 -1.1812 0.7504 -1.5 0.5 0.0
O 1.5734 -1.3114 -0.1812 0.0 0.0 -0.4
H 1.7075 -2.2393 -0.4187 -0.2 0.4 0.1
H 0.9372 -0.9094 1.7276 -0.2 0.2 0.0
H -0.0310 -2.1094 0.8748 0.0 -0.1 0.0
H 0.5517 0.6975 0.6905 -0.5 4.1 -1.4
C -1.1609 -0.3237 -1.1149 0.2 1.3 -0.6
C 0.4819 1.8827 0.2237 1.6 -1.9 1.0
C -0.7860 -0.1118 0.3304 -0.7 -4.8 1.9
O -1.6255 0.0279 1.2147 1.3 0.6 -1.2
H -1.5778 0.6038 -1.5121 -0.2 -0.1 -0.1
H -0.3196 -0.5992 -1.7512 0.1 0.0 0.2
H 0.7086 2.5141 1.0828 0.1 -0.1 0.0
H 1.3289 1.8326 -0.4629 0.0 0.4 0.0
H -0.3809 2.3162 -0.2792 -0.2 -0.8 0.1
H -1.9380 -1.0896 -1.1748 0.2 0.1 0.3
```
Positions in Å, forces in eV/Å.

Calculated values
ΔE to the lowest compared entry with this formula, charge and spin ... 3.334 eV
E_tot ... -308.77564 a.u.
Orbital gap ... 9.58 eV
HOMO ... -8.938 eV
LUMO level ... 0.0235 hartree
Total charge ... 0
Structure (SMILES) ... CC(=O)CO.C

---

No. 3
One molecule with the formula C4H8N2S in a non-equilibrium geometry, computed with ωB97M-V/def2-TZVPD.

XYZ file:
```
15
Properties=species:S:1:pos:R:3:forces:R:3
C 1.3365 1.3097 -0.1871 0.4 -0.3 1.0
C -0.0437 0.6992 -0.3629 -0.9 0.8 0.8
C -0.9423 0.2788 0.9375 -2.9 -0.1 0.0
C -1.3839 -0.9914 0.0611 1.9 0.4 -0.3
H 1.3600 -1.4228 -0.0694 1.2 0.5 0.1
H 1.4311 2.4155 -0.1514 -0.5 -0.6 -0.3
H -0.5441 1.4577 -1.0564 -0.1 -1.0 1.0
H -0.5080 -0.0171 1.9396 0.2 0.5 -1.5
H -1.9387 0.8546 1.2070 2.4 -0.4 -0.7
H -1.1277 -1.9555 0.5070 -0.9 0.0 0.3
H -2.3668 -0.9725 -0.4554 0.5 0.1 0.6
H -0.1761 -0.7520 -1.8084 -0.6 -0.6 -0.4
N 2.4399 0.7286 0.0729 -0.3 0.1 -0.4
N -0.2035 -0.6989 -0.8074 0.3 1.2 -0.2
S 2.6674 -0.9339 0.1732 -0.6 -0.6 0.1
```
Positions in Å, forces in eV/Å.

Calculated values
ΔE to the lowest compared entry with this formula, charge and spin ... 3.470 eV
E_tot ... -664.80525 a.u.
Orbital gap ... 9.29 eV
HOMO ... -8.467 eV
LUMO level ... 0.0303 hartree
Total charge ... 0
Structure (SMILES) ... S/N=C\[C@@H]1CCN1

---

No. 4
ClH16O8 as an isolated structure in a non-equilibrium geometry, computed with ωB97M-V/def2-TZVPD.

XYZ file:
```
25
Properties=species:S:1:pos:R:3:forces:R:3
Cl 20.9706 -19.0922 14.3667 -2.8 2.0 1.8
O 21.2610 -18.1615 16.8000 0.5 0.9 2.2
H 21.9428 -17.4935 16.8718 0.2 0.1 0.1
H 21.2840 -18.4301 15.8815 0.9 0.3 0.3
O 22.3710 -20.4892 12.7663 0.9 -1.8 -2.3
H 22.9538 -21.0689 13.2568 0.2 0.1 -0.1
H 21.9039 -19.9935 13.4389 0.8 -1.1 -1.1
O 20.3727 -21.5310 14.7884 -0.9 -2.6 0.5
H 20.3561 -20.6360 14.4495 -0.2 -0.9 0.0
H 21.2628 -21.6450 15.1215 0.0 -0.1 0.0
O 22.9978 -17.5696 13.7888 1.9 1.5 1.1
H 23.4062 -16.7895 14.1642 0.3 0.1 0.1
H 22.0617 -17.4518 13.9503 0.3 1.0 0.0
O 23.3020 -19.7152 15.0609 3.0 -1.3 1.6
H 22.9722 -20.4836 15.5268 0.0 -0.1 0.4
H 22.5222 -19.3143 14.6770 1.7 0.2 0.5
O 21.5248 -17.8742 12.1838 -0.8 1.2 -3.3
H 20.9292 -18.2446 11.5325 -0.3 -0.1 -0.2
H 21.4164 -18.4330 12.9534 0.1 0.2 -1.7
O 18.9307 -19.0333 16.0712 -1.3 -0.3 1.0
H 19.8459 -18.7756 15.9605 -1.1 0.1 0.7
H 18.7289 -19.5444 15.2874 -0.1 0.1 0.4
O 18.6497 -18.6716 13.3615 -2.4 0.4 -1.4
H 18.1730 -19.4672 13.5982 -0.3 -0.1 -0.3
H 19.5614 -18.8638 13.5809 -0.6 0.3 -0.5
```
Positions in Å, forces in eV/Å.

Calculated values
ΔE to the lowest compared entry with this formula, charge and spin ... 8.292 eV
E_tot ... -1071.55187 a.u.
Orbital gap ... 10.03 eV
HOMO ... -6.598 eV
LUMO level ... 0.1261 hartree
Total charge ... -1